{"formula": "C59H71N9O3", "method": "wB97M-V/def2-TZVPD", "e_tot_ev": -81886.38316, "spin_multiplicity": 1, "homo_energy_ev": -9.10, "charge": 0, "gap_ev": 9.794, "smiles": "COCCCCCCCCC[C@@H]1COC(=O)C1.c1ccncc1.c1ccncc1.c1ccncc1.c1ccncc1.c1ccncc1.c1ccncc1.c1ccncc1.c1ccncc1.c1ccncc1", "e_lumo_ev": 0.690, "symbols": ["C", "O", "C", "C", "C", "C", "C", "C", "C", "C", "C", "C", "C", "O", "C", "O", "C", "H", "H", "H", "H", "H", "H", "H", "H", "H", "H", "H", "H", "H", "H", "H", "H", "H", "H", "H", "H", "H", "H", "H", "H", "H", "H", "N", "C", "C", "C", "C", "C", "H", "H", "H", "H", "H", "N", "C", "C", "C", "C", "C", "H", "H", "H", "H", "H", "N", "C", "C", "C", "C", "C", "H", "H", "H", "H", "H", "N", "C", "C", "C", "C", "C", "H", "H", "H", "H", "H", "N", "C", "C", "C", "C", "C", "H", "H", "H", "H", "H", "N", "C", "C", "C", "C", "C", "H", "H", "H", "H", "H", "N", "C", "C", "C", "C", "C", "H", "H", "H", "H", "H", "N", "C", "C", "C", "C", "C", "H", "H", "H", "H", "H", "N", "C", "C", "C", "C", "C", "H", "H", "H", "H", "H"], "xyz": [[-1.3079, 0.0769, -1.0046], [-0.1443, 0.2714, -1.7952], [0.5734, -0.9252, -2.0064], [1.7172, -0.7183, -3.0028], [2.4529, 0.6417, -2.9404], [3.7675, 0.7096, -2.1307], [3.6871, 0.2405, -0.6755], [2.8728, 1.1505, 0.2775], [2.9735, 2.6658, 0.0625], [1.8368, 3.2772, -0.7841], [2.2858, 4.1056, -1.9941], [1.3054, 5.2198, -2.3630], [1.3527, 6.4511, -1.4439], [0.2748, 6.2887, -0.5105], [-0.6301, 5.3920, -0.9669], [-1.6640, 5.1397, -0.3319], [-0.1678, 4.8319, -2.2801], [-1.1568, 0.4472, 0.0154], [-1.5993, -0.9682, -0.9404], [-2.1112, 0.6754, -1.4383], [-0.0985, -1.6988, -2.3977], [0.9536, -1.3080, -1.0518], [2.4494, -1.5173, -2.8452], [1.3375, -0.8567, -4.0075], [2.6947, 0.9045, -3.9751], [1.7761, 1.4129, -2.5937], [4.5120, 0.1012, -2.6556], [4.1580, 1.7319, -2.1568], [3.2270, -0.7486, -0.6696], [4.6893, 0.0964, -0.2660], [3.2210, 0.9391, 1.2916], [1.8263, 0.8431, 0.2593], [2.9135, 3.1238, 1.0533], [3.9500, 2.9544, -0.3354], [1.1698, 2.4714, -1.0891], [1.2370, 3.9295, -0.1415], [2.4598, 3.4970, -2.8829], [3.2484, 4.5661, -1.7478], [1.5487, 5.5545, -3.3741], [1.2009, 7.3818, -1.9915], [2.2975, 6.5122, -0.9080], [-0.3715, 3.7672, -2.3398], [-0.7522, 5.3523, -3.0447], [1.1059, -2.2846, -5.9066], [0.5801, -1.8394, -7.0452], [1.0690, -2.1644, -8.3006], [2.1696, -3.0033, -8.3767], [2.7311, -3.4763, -7.1995], [2.1638, -3.0875, -5.9956], [-0.2816, -1.1882, -6.9502], [0.5865, -1.7686, -9.1807], [2.5833, -3.2847, -9.3367], [3.5912, -4.1319, -7.2105], [2.5753, -3.4348, -5.0535], [0.8050, 4.5904, 3.3628], [0.1360, 5.5773, 2.7647], [0.0388, 6.8590, 3.2864], [0.6563, 7.1287, 4.4974], [1.3553, 6.1121, 5.1292], [1.4042, 4.8678, 4.5189], [-0.3412, 5.3256, 1.8257], [-0.5110, 7.6208, 2.7509], [0.5976, 8.1147, 4.9400], [1.8542, 6.2774, 6.0742], [1.9446, 4.0483, 4.9808], [-2.6040, -2.1706, 1.0870], [-1.8764, -3.2853, 1.0838], [-2.1461, -4.3799, 1.8914], [-3.2306, -4.3127, 2.7495], [-3.9992, -3.1584, 2.7638], [-3.6461, -2.1207, 1.9153], [-1.0256, -3.2959, 0.4107], [-1.5136, -5.2559, 1.8512], [-3.4715, -5.1440, 3.3996], [-4.8532, -3.0604, 3.4197], [-4.2213, -1.2015, 1.8996], [1.6786, -1.2376, 3.3098], [2.6061, -1.6683, 4.1628], [2.7412, -1.1881, 5.4569], [1.8732, -0.1968, 5.8845], [0.9068, 0.2684, 5.0053], [0.8482, -0.2856, 3.7359], [3.2699, -2.4414, 3.7964], [3.5067, -1.5899, 6.1047], [1.9467, 0.2063, 6.8867], [0.2083, 1.0420, 5.2943], [0.1024, 0.0489, 3.0247], [3.9231, -4.4387, 5.4319], [4.7515, -4.9484, 6.3402], [4.8081, -6.2990, 6.6511], [3.9562, -7.1669, 5.9847], [3.0910, -6.6510, 5.0333], [3.1173, -5.2853, 4.7967], [5.3979, -4.2391, 6.8458], [5.5010, -6.6574, 7.3999], [3.9635, -8.2271, 6.2022], [2.4049, -7.2895, 4.4971], [2.4531, -4.8417, 4.0612], [0.1937, -8.2979, 5.2007], [-0.1733, -7.4883, 6.1913], [-1.4655, -7.0118, 6.3528], [-2.4296, -7.3949, 5.4340], [-2.0616, -8.2366, 4.3968], [-0.7425, -8.6588, 4.3260], [0.6104, -7.2047, 6.8856], [-1.7055, -6.3564, 7.1785], [-3.4492, -7.0437, 5.5243], [-2.7788, -8.5604, 3.6556], [-0.4176, -9.3180, 3.5288], [-3.5497, 3.0410, 6.5699], [-2.4115, 3.2792, 5.9220], [-2.1773, 4.4162, 5.1630], [-3.1877, 5.3592, 5.0687], [-4.3799, 5.1275, 5.7361], [-4.5087, 3.9581, 6.4706], [-1.6457, 2.5166, 6.0159], [-1.2369, 4.5570, 4.6544], [-3.0461, 6.2579, 4.4820], [-5.1964, 5.8351, 5.6895], [-5.4265, 3.7431, 7.0069], [-3.5803, 3.0408, -5.5403], [-2.6237, 2.4122, -4.8610], [-2.3707, 2.6245, -3.5136], [-3.1524, 3.5438, -2.8311], [-4.1524, 4.2063, -3.5255], [-4.3243, 3.9190, -4.8716], [-2.0292, 1.7016, -5.4248], [-1.5738, 2.0842, -3.0178], [-2.9861, 3.7411, -1.7781], [-4.7878, 4.9317, -3.0362], [-5.0979, 4.4172, -5.4457], [-1.8665, -1.5681, -9.6686], [-2.6933, -0.5518, -9.9058], [-3.8767, -0.6783, -10.6171], [-4.2189, -1.9267, -11.1109], [-3.3675, -2.9933, -10.8713], [-2.2088, -2.7614, -10.1462], [-2.3937, 0.4090, -9.5026], [-4.5119, 0.1818, -10.7755], [-5.1342, -2.0665, -11.6710], [-3.5943, -3.9855, -11.2357], [-1.5185, -3.5713, -9.9330]], "mulliken_charge": [-0.80, -0.01, -0.85, -0.60, 0.62, -1.01, -1.08, -0.11, -1.53, 1.80, -0.92, 0.00, -0.81, -0.37, 0.67, -0.65, 0.37, 0.23, 0.29, 0.24, 0.61, 0.40, 0.38, 0.05, 0.48, -0.84, 0.47, 0.42, 0.25, 0.48, 0.58, -0.14, 0.34, 0.54, -0.91, -0.15, 0.20, 0.50, 0.56, 0.29, 0.40, -0.96, 0.61, -0.31, -0.30, -0.51, -0.24, -0.58, -0.12, 0.50, 0.46, 0.39, 0.36, 0.34, -0.36, -0.53, -0.47, -0.39, -0.38, -0.43, 0.81, 0.50, 0.41, 0.41, 0.41, -0.18, 0.00, -0.79, 0.14, -0.62, -0.32, 0.30, 0.40, 0.33, 0.37, 0.38, -0.33, -0.53, -0.40, -0.34, -0.14, -0.45, 0.56, 0.39, 0.39, 0.46, 0.43, -0.21, -0.23, -0.53, -0.31, -0.74, -0.03, 0.35, 0.37, 0.41, 0.49, 0.43, -0.45, -0.11, -0.55, -0.18, -0.41, -0.23, 0.39, 0.36, 0.46, 0.36, 0.37, -0.55, -0.50, 0.42, -0.56, -0.42, -0.25, 0.42, 0.25, 0.43, 0.37, 0.36, -0.60, -0.88, 0.45, -0.34, -0.60, -0.24, 0.56, 0.30, 0.57, 0.41, 0.34, -0.22, -0.28, -0.51, -0.18, -0.65, -0.03, 0.40, 0.36, 0.37, 0.36, 0.37]}

{"formula": "C3H8O", "method": "wB97M-V/def2-TZVPD", "e_tot_ev": -5277.80869, "spin_multiplicity": 2, "homo_energy_ev": [-17.82, -18.11], "de_lowest_kcal_mol": 13.24, "charge": 1, "gap_ev": [14.192, 8.111], "e_lumo_ev": [-3.627, -10.002], "symbols": ["C", "C", "C", "O", "H", "H", "H", "H", "H", "H", "H", "H"], "xyz": [[0.2361, 1.0472, 0.7271], [0.0902, -0.3554, 0.2543], [0.0457, -0.5460, -1.2968], [-0.9330, -1.0805, 0.7886], [-0.4512, 1.7306, 0.2214], [1.2371, 1.4466, 0.5352], [0.0837, 1.2338, 1.7925], [0.9939, -0.9484, 0.5825], [1.0615, -0.5913, -1.6922], [-0.4561, 0.2135, -1.8934], [-0.3922, -1.5252, -1.4560], [-1.5158, -0.6249, 1.4368]], "mulliken_spin": [0.02, 0.06, 0.16, 0.58, 0.02, 0.00, 0.01, 0.16, -0.01, 0.02, -0.01, -0.01]}

{"formula": "C57H58GeN3OOsP", "method": "wB97M-V/def2-TZVPD", "e_tot_ev": -134820.14566, "spin_multiplicity": 5, "homo_energy_ev": [-10.56, -12.51], "de_lowest_kcal_mol": 15.49, "charge": 2, "gap_ev": [5.080, 3.130], "e_lumo_ev": [-5.476, -9.376], "symbols": ["Os", "N", "C", "C", "C", "C", "C", "C", "P", "C", "C", "C", "C", "C", "C", "C", "C", "C", "C", "C", "C", "H", "H", "H", "H", "H", "H", "H", "H", "H", "H", "H", "H", "H", "H", "H", "H", "C", "C", "C", "C", "C", "C", "C", "C", "N", "C", "C", "C", "C", "N", "C", "C", "C", "C", "C", "C", "C", "C", "H", "H", "H", "H", "H", "H", "H", "H", "H", "H", "H", "H", "H", "H", "H", "H", "H", "H", "H", "H", "H", "H", "H", "H", "O", "H", "H", "C", "Ge", "C", "C", "C", "C", "C", "C", "C", "C", "C", "C", "C", "C", "C", "C", "C", "C", "C", "C", "H", "H", "H", "H", "H", "H", "H", "H", "H", "H", "H", "H", "H", "H", "H", "H"], "xyz": [[0.4598, 0.3993, 0.6763], [0.9211, 2.3443, 1.7906], [-0.0722, 3.4237, 1.7103], [-0.0159, 4.4768, 2.6262], [-0.9765, 5.4599, 2.5817], [-2.0302, 5.3308, 1.7168], [-2.0991, 4.2951, 0.7781], [-1.1354, 3.2697, 0.7748], [-1.0284, 1.9294, -0.4915], [-0.3641, 2.8259, -1.9124], [0.3884, 4.0312, -1.7393], [0.8723, 4.7445, -2.8438], [0.6219, 4.2983, -4.1442], [-0.0479, 3.1296, -4.3642], [-0.6562, 2.4584, -3.2338], [-2.7628, 1.6252, -0.9837], [-3.5376, 0.5620, -0.4571], [-4.9255, 0.5330, -0.6936], [-5.5318, 1.6278, -1.3520], [-4.7593, 2.6308, -1.8031], [-3.3217, 2.6302, -1.7255], [1.1573, 2.0770, 2.7429], [1.8035, 2.7214, 1.3061], [0.7379, 4.4097, 3.4089], [-0.9360, 6.3082, 3.2833], [-2.8083, 6.0578, 1.7994], [-2.9044, 4.3983, 0.1065], [0.4838, 4.4311, -0.7817], [1.4518, 5.6444, -2.7322], [0.9873, 4.9669, -4.8996], [-0.1635, 2.7349, -5.3435], [-1.2698, 1.5562, -3.4493], [-3.1230, -0.2480, 0.0723], [-5.4348, -0.3169, -0.2540], [-6.5911, 1.7344, -1.4567], [-5.2094, 3.5195, -2.2914], [-2.7398, 3.4812, -2.0680], [4.0475, -0.9652, -0.3176], [4.3838, 0.1255, 0.6241], [5.6399, 0.7293, 0.5022], [6.0843, 1.5564, 1.5472], [5.3875, 1.6569, 2.7418], [4.1033, 1.0836, 2.9011], [3.3948, 1.3168, 4.2334], [3.5530, 0.3292, 1.7692], [2.2246, -0.3583, 1.8235], [1.8141, -1.2662, 2.7435], [2.6914, -2.4025, 3.2869], [0.4614, -1.2223, 3.1336], [-0.0735, -2.1449, 4.2373], [-0.3450, -0.4012, 2.4225], [-1.6611, -0.2777, 2.9238], [-2.7681, -1.1258, 2.5988], [-2.5360, -2.5562, 2.2125], [-4.0657, -0.7048, 2.8700], [-4.3295, 0.5570, 3.4112], [-3.2293, 1.3239, 3.9606], [-1.9385, 0.8494, 3.8039], [-0.8741, 1.3920, 4.7166], [4.5123, -1.8015, 0.1506], [4.4615, -0.8177, -1.3275], [2.9630, -1.0968, -0.4222], [6.2261, 0.5619, -0.4066], [7.0753, 1.9998, 1.3969], [5.7421, 2.3527, 3.4605], [4.1436, 1.4686, 5.0023], [2.7888, 0.4368, 4.4015], [2.7516, 2.2197, 4.1572], [3.6382, -2.4854, 2.7046], [2.0990, -3.3110, 3.2221], [3.0709, -2.1940, 4.2972], [-0.0137, -3.1551, 3.7802], [-1.0427, -2.0117, 4.6516], [0.6838, -2.1557, 5.0078], [-1.5037, -2.7458, 1.8916], [-3.3148, -2.8857, 1.5045], [-2.7009, -3.2191, 3.0360], [-4.8896, -1.3674, 2.6467], [-5.4245, 0.8030, 3.5402], [-3.5005, 2.2443, 4.4811], [-0.6098, 0.7134, 5.5440], [-1.2922, 2.2630, 5.1995], [0.0411, 1.6543, 4.2044], [1.9313, 1.5593, -0.5383], [1.9393, 2.4300, -1.0298], [2.7070, 1.1025, -0.9060], [-0.3507, -1.0319, -0.2908], [-0.1694, -2.0510, -2.0320], [-1.7049, -3.1460, -2.5027], [-1.5839, -4.2816, -3.3030], [-2.7371, -5.0458, -3.6065], [-4.0081, -4.7100, -3.0656], [-4.0733, -3.6292, -2.1524], [-2.9172, -2.7828, -1.9890], [1.2094, -3.3696, -1.6944], [1.1648, -4.0405, -0.4685], [2.2781, -4.7738, -0.0376], [3.3447, -5.0847, -0.8780], [3.2140, -4.7016, -2.2194], [2.1935, -3.8788, -2.6041], [0.2860, -1.1478, -3.7375], [1.6395, -0.9269, -4.0049], [2.0519, -0.5246, -5.2749], [1.1258, -0.2968, -6.3201], [-0.2037, -0.5147, -6.0164], [-0.6307, -0.9693, -4.7715], [-1.1155, -1.6500, 0.2755], [-0.5801, -4.5602, -3.6006], [-2.6935, -5.8464, -4.2471], [-4.8857, -5.1931, -3.4260], [-4.8791, -3.5863, -1.4413], [-3.0909, -1.8399, -1.4884], [0.3587, -3.9104, 0.2911], [2.2573, -5.1099, 0.9619], [4.3066, -5.4916, -0.5701], [3.9652, -5.0986, -2.9017], [2.1332, -3.6176, -3.7224], [2.2997, -0.9688, -3.1546], [3.0615, -0.3743, -5.5195], [1.4658, -0.0136, -7.3090], [-0.9289, -0.3122, -6.7750], [-1.6906, -1.0793, -4.5530]], "mulliken_spin": [0.84, 0.07, -0.02, -0.01, 0.00, 0.00, 0.00, 0.01, 0.07, 0.00, 0.00, 0.00, 0.00, 0.00, -0.01, -0.07, 0.02, 0.01, 0.00, 0.00, 0.02, 0.00, 0.00, 0.00, 0.00, 0.00, 0.00, 0.00, 0.00, 0.00, 0.00, 0.00, 0.00, 0.00, 0.00, 0.00, 0.00, 0.02, 0.02, -0.01, 0.01, -0.01, 0.02, -0.01, -0.04, 0.32, 0.30, 0.02, 0.22, 0.03, 0.20, -0.07, -0.01, -0.01, 0.00, 0.00, 0.00, 0.01, 0.01, 0.00, 0.00, 0.01, 0.00, 0.00, 0.00, 0.00, 0.01, 0.00, 0.01, 0.00, 0.00, 0.01, 0.01, -0.01, 0.00, 0.00, 0.00, 0.00, 0.00, 0.00, 0.00, 0.00, -0.01, 0.03, 0.01, -0.01, 0.73, 0.06, 0.08, 0.20, 0.05, 0.14, 0.29, -0.01, -0.01, 0.10, 0.02, 0.01, 0.00, 0.01, 0.07, -0.01, 0.01, 0.00, 0.00, 0.00, 0.09, 0.04, 0.00, 0.01, 0.01, 0.11, -0.04, 0.00, 0.00, 0.00, 0.00, 0.00, 0.00, 0.00, 0.00, -0.01]}